Here is a 10-piece molecular cluster, C41H83F6N2O26PS5 overall in a non-equilibrium geometry from the Open Molecules 2025 dataset. Energies are from ωB97M-V/def2-TZVPD.

```
164
C41H83F6N2O26PS5, DFT ωB97M-V/def2-TZVPD
C -7.659 1.073 1.236
C -6.170 0.762 1.190
C -5.561 1.416 2.383
N -3.975 1.190 2.493
C -3.543 1.754 3.914
C -3.768 3.306 4.068
C -3.104 4.209 2.960
C -3.382 3.574 1.569
C -3.202 2.013 1.426
C -3.575 -0.322 2.382
H -8.036 0.636 0.311
H -8.015 2.100 1.309
H -8.323 0.533 1.911
H -5.847 1.045 0.188
H -5.949 -0.299 1.071
H -6.112 1.037 3.244
H -5.756 2.472 2.574
H -4.147 1.146 4.587
H -2.509 1.452 4.083
H -4.825 3.527 4.215
H -3.424 3.528 5.079
H -3.347 5.260 3.118
H -2.033 4.120 3.144
H -4.361 3.917 1.232
H -2.579 3.966 0.946
H -3.456 1.464 0.519
H -2.186 1.740 1.710
H -4.236 -0.879 3.045
H -2.514 -0.473 2.583
H -3.836 -0.481 1.335
C -2.636 -0.268 -2.157
F -3.871 -0.141 -1.609
F -2.859 -1.130 -3.180
F -2.307 0.929 -2.533
S -1.094 -1.030 -1.051
O -1.681 -1.998 -0.061
O -0.128 -1.509 -2.076
N -0.758 0.392 0.004
S 0.740 0.550 -0.270
O 1.570 -0.598 0.094
O 1.035 1.157 -1.607
C 1.142 1.986 0.915
F 2.260 2.649 0.626
F 0.162 2.911 0.804
F 1.280 1.535 2.162
C -2.275 -4.990 1.572
C -3.025 -5.510 0.285
C -4.510 -5.483 0.571
S -4.911 -4.089 1.598
O -5.859 -4.523 2.602
O -5.240 -2.865 0.821
C -3.187 -3.846 2.258
H -1.359 -4.526 1.206
H -1.863 -5.836 2.122
H -2.665 -6.488 -0.035
H -2.927 -4.843 -0.571
H -4.815 -6.287 1.241
H -5.209 -5.426 -0.264
H -3.277 -4.036 3.327
H -2.775 -2.854 2.069
C 1.949 -1.213 3.892
C 2.287 -2.083 5.165
C 1.210 -1.778 6.162
S -0.430 -1.266 5.255
O -0.804 0.093 5.645
O -1.384 -2.382 5.226
C 0.420 -1.247 3.551
H 2.485 -1.545 3.002
H 2.391 -0.256 4.169
H 3.272 -1.877 5.584
H 2.346 -3.122 4.841
H 1.458 -0.810 6.596
H 1.159 -2.619 6.854
H -0.120 -0.506 2.961
H 0.223 -2.202 3.064
C 4.412 4.678 -2.469
C 3.282 5.390 -1.688
C 2.175 5.875 -2.690
S 2.331 4.787 -4.277
O 2.627 5.750 -5.320
O 1.156 3.892 -4.345
C 3.660 3.778 -3.432
H 5.029 4.027 -1.849
H 4.908 5.455 -3.051
H 3.678 6.216 -1.098
H 2.782 4.726 -0.983
H 2.273 6.897 -3.057
H 1.241 5.577 -2.213
H 4.242 3.210 -4.158
H 2.990 3.019 -3.028
C 1.306 -4.309 0.394
O 1.501 -4.394 1.766
C 1.854 -5.603 2.357
O 2.000 -6.697 1.839
O 1.907 -5.305 3.707
C 2.157 -6.341 4.606
H 2.072 -4.914 -0.090
H 1.390 -3.235 0.231
H 0.272 -4.565 0.164
H 1.322 -6.711 5.200
H 2.750 -5.833 5.366
H 2.705 -7.157 4.133
C 1.808 -0.326 -4.573
O 2.774 0.279 -5.377
C 2.375 1.079 -6.349
O 1.471 1.890 -6.362
O 3.358 1.190 -7.238
C 3.383 2.135 -8.254
H 1.199 -1.040 -5.128
H 1.154 0.460 -4.193
H 2.275 -0.748 -3.683
H 2.683 1.926 -9.063
H 4.318 1.936 -8.778
H 3.415 3.182 -7.951
C -5.007 -7.721 -4.400
O -5.092 -6.354 -4.788
C -5.593 -5.363 -4.031
O -6.124 -5.604 -2.918
O -5.249 -4.205 -4.640
C -5.373 -3.088 -3.794
H -6.053 -7.984 -4.241
H -4.454 -7.671 -3.462
H -4.459 -8.262 -5.171
H -4.891 -3.217 -2.825
H -6.413 -2.801 -3.635
H -4.969 -2.266 -4.384
C -2.214 7.890 0.297
O -2.578 6.722 -0.512
C -1.906 6.355 -1.544
O -1.072 6.964 -2.121
O -2.434 5.216 -1.943
C -1.937 4.654 -3.130
H -1.249 8.299 -0.001
H -2.231 7.644 1.359
H -2.803 8.776 0.060
H -2.161 5.294 -3.983
H -2.434 3.706 -3.331
H -0.876 4.449 -2.988
C 4.605 -1.044 -1.844
C 5.023 0.356 -1.623
O 6.387 0.727 -1.638
P 7.233 0.535 -0.292
O 8.683 0.806 -0.512
O 6.491 1.604 0.761
C 7.170 2.748 1.214
C 6.738 3.165 2.610
O 6.845 -0.893 0.337
C 7.502 -2.090 0.070
C 7.344 -2.867 1.380
H 4.834 -1.210 -2.897
H 4.979 -1.820 -1.177
H 3.516 -1.028 -1.891
H 4.388 0.910 -2.314
H 4.462 0.666 -0.742
H 8.248 2.602 1.143
H 7.072 3.528 0.459
H 7.133 4.139 2.898
H 5.673 3.224 2.831
H 7.171 2.513 3.369
H 7.083 -2.669 -0.753
H 8.551 -2.024 -0.219
H 7.639 -3.911 1.271
H 8.169 -2.571 2.028
H 6.408 -2.815 1.937
```

Values from the calculation:
charge	0
LUMO energy	0.06	eV
energy	-6609.0655	a.u.
orbital gap	0.3405	Eh

Atomic partial charges in e from the Mulliken method, atoms 1 to 99: -1.735 0.299 -0.883 0.174 -0.403 -1.046 -0.828 -0.811 -0.050 -0.471 0.427 0.391 0.390 0.212 0.033 0.399 0.697 0.585 0.324 0.367 0.545 0.507 0.234 0.410 0.360 0.450 0.044 0.491 -0.661 0.528 0.291 -0.170 -0.154 -0.140 0.162 -0.032 -0.462 0.083 0.474 -0.492 -0.221 0.100 -0.099 -0.181 -0.172 0.468 -0.557 -0.869 1.131 -0.767 -0.492 0.034 -0.912 0.530 0.571 0.070 0.345 0.395 0.646 -0.698 -0.970 -0.118 -0.839 1.122 -0.678 -0.649 1.076 0.422 0.343 0.473 -0.244 0.398 0.427 -0.611 -0.037 -0.442 -0.348 -0.252 1.040 -0.730 -0.491 -0.285 0.109 0.373 0.480 -0.147 0.426 -0.138 0.772 -0.379 -0.490 0.095 0.460 -0.588 -0.166 -0.839 0.406 0.025 0.176



Here is a 11-piece molecular cluster, C41H83NO22 overall in a non-equilibrium geometry from the Open Molecules 2025 dataset. Energies are from ωB97M-V/def2-TZVPD.

```
147
C41H83NO22, DFT ωB97M-V/def2-TZVPD
C -6.445 1.767 1.315
N -5.216 0.902 1.011
O -5.334 -0.327 1.315
O -4.209 1.497 0.904
H -6.418 2.783 0.922
H -6.537 1.775 2.401
H -7.289 1.164 0.980
O 0.271 -4.277 1.641
C -0.748 -4.554 0.994
O -0.794 -5.012 -0.239
C 0.362 -5.538 -0.817
C 1.395 -4.341 -1.035
C -2.098 -4.250 1.503
H -0.055 -5.924 -1.747
H 0.752 -6.393 -0.266
H 0.831 -3.508 -1.455
H 2.118 -4.477 -1.840
H 1.961 -4.078 -0.141
H -2.885 -4.587 0.829
H -1.939 -3.172 1.527
H -2.069 -4.619 2.529
O -3.629 -4.681 -2.876
C -3.535 -3.603 -3.515
O -3.030 -2.492 -3.076
C -2.685 -2.374 -1.732
C -3.816 -1.575 -0.936
C -4.158 -3.404 -4.878
H -1.703 -1.911 -1.633
H -2.586 -3.279 -1.132
H -4.186 -0.646 -1.370
H -3.403 -1.356 0.049
H -4.657 -2.263 -0.855
H -3.443 -3.129 -5.653
H -4.896 -2.620 -4.707
H -4.738 -4.283 -5.157
O 1.324 -0.886 -0.758
C 1.651 -0.728 0.410
O 0.931 -0.086 1.322
C -0.437 0.321 1.184
C -0.454 1.562 0.314
C 3.063 -1.150 0.876
H -0.724 0.564 2.207
H -1.014 -0.509 0.777
H -1.484 1.889 0.175
H -0.117 1.425 -0.714
H 0.061 2.387 0.805
H 3.218 -2.228 0.913
H 3.474 -0.625 1.738
H 3.811 -0.766 0.181
O 3.978 0.631 4.704
C 3.045 -0.149 5.082
O 1.737 0.150 5.262
C 1.323 1.508 5.232
C -0.169 1.523 4.930
C 3.313 -1.545 5.571
H 1.752 2.022 4.372
H 1.637 2.139 6.063
H -0.913 1.035 5.559
H -0.334 1.088 3.944
H -0.491 2.559 5.038
H 4.230 -1.894 5.096
H 2.455 -2.171 5.327
H 3.454 -1.476 6.649
O 5.529 0.349 -2.004
C 5.265 -0.632 -2.768
O 5.992 -1.769 -2.900
C 7.285 -1.800 -2.322
C 8.123 -2.924 -2.940
C 3.843 -0.716 -3.418
H 7.102 -1.793 -1.247
H 7.843 -0.886 -2.522
H 7.508 -3.788 -2.689
H 9.097 -2.924 -2.450
H 8.218 -2.965 -4.025
H 3.261 -1.284 -2.692
H 3.897 -1.154 -4.415
H 3.421 0.280 -3.548
O -3.013 6.307 -3.228
C -2.163 5.479 -3.186
O -1.896 4.610 -4.154
C -2.712 4.690 -5.343
C -2.282 3.553 -6.246
C -1.511 5.102 -1.887
H -2.404 5.653 -5.749
H -3.798 4.783 -5.307
H -3.052 3.331 -6.985
H -2.236 2.607 -5.705
H -1.318 3.725 -6.725
H -0.424 5.113 -1.967
H -1.969 4.204 -1.472
H -1.958 5.847 -1.229
O -2.500 -0.681 3.993
C -3.697 -0.987 4.178
O -4.646 -0.320 4.869
C -4.186 0.791 5.620
C -4.124 2.069 4.787
C -4.164 -2.315 3.504
H -3.253 0.514 6.110
H -4.772 0.994 6.517
H -4.936 2.520 4.215
H -3.407 1.809 4.008
H -3.615 2.838 5.368
H -3.858 -2.094 2.482
H -5.246 -2.444 3.508
H -3.626 -3.091 4.049
O 3.788 5.284 -1.771
C 3.367 4.149 -1.683
O 3.504 3.220 -0.686
C 4.159 3.633 0.499
C 3.600 2.996 1.795
C 2.616 3.476 -2.841
H 4.168 4.705 0.700
H 5.223 3.419 0.398
H 3.841 3.528 2.715
H 3.946 1.984 2.003
H 2.519 3.118 1.728
H 2.610 4.122 -3.719
H 1.558 3.474 -2.579
H 2.716 2.391 -2.837
O -5.623 1.119 -2.032
C -4.915 1.994 -2.482
O -5.206 3.247 -2.585
C -6.367 3.824 -1.882
C -7.668 3.323 -2.670
C -3.525 1.621 -3.053
H -6.436 4.912 -1.872
H -6.370 3.606 -0.814
H -7.550 3.725 -3.676
H -8.564 3.658 -2.148
H -7.601 2.236 -2.720
H -2.848 2.057 -2.317
H -3.258 2.251 -3.902
H -3.427 0.547 -3.211
O 6.879 -3.184 3.535
C 6.916 -2.529 2.552
O 6.710 -2.955 1.290
C 6.514 -4.295 0.993
C 5.106 -4.545 0.347
C 7.137 -1.017 2.758
H 6.691 -4.998 1.808
H 7.187 -4.542 0.172
H 5.135 -5.479 -0.214
H 4.656 -3.725 -0.214
H 4.330 -4.858 1.045
H 7.216 -0.756 3.813
H 6.249 -0.429 2.526
H 7.891 -0.721 2.028
```

Values from the calculation:
charge	-1
LUMO energy (alpha / beta)	2.02 / 2.02	eV
energy	-3321.9028	a.u.
orbital gap (alpha / beta)	0.1144 / 0.2508	Eh
multiplicity	2

Atomic partial charges in e from the Mulliken method, atoms 1 to 99: -1.476 0.786 -0.767 -0.594 0.375 0.377 0.319 -0.673 0.632 -0.278 -0.491 -0.612 -0.417 0.301 0.292 0.154 0.479 0.073 0.299 -0.205 0.502 -0.633 0.834 -0.309 -0.125 -0.169 -1.090 0.290 0.179 -0.248 -0.074 0.341 0.278 0.268 0.335 -0.660 1.191 -0.307 1.813 -0.889 -0.529 -1.427 -0.198 0.243 0.335 0.206 0.079 -0.062 0.038 -0.630 0.835 -0.277 -0.006 -0.488 -0.996 -0.026 0.408 0.139 -0.294 0.467 0.234 0.325 0.319 -0.604 0.675 -0.308 0.138 -1.268 -0.576 0.083 0.325 0.300 0.353 0.345 0.004 0.401 0.126 -0.594 0.655 -0.166 -0.303 -1.137 -0.659 0.484 0.234 0.330 0.290 0.323 0.212 0.068 0.376 -0.459 0.559 -0.305 -0.268 -0.607 -0.449 0.188 0.365



Here is C41H91BrN5O3 as an isolated structure in a non-equilibrium geometry from the Open Molecules 2025 dataset. Energies are from ωB97M-V/def2-TZVPD.

```
141
C41H91BrN5O3, DFT ωB97M-V/def2-TZVPD
O -1.302 1.403 0.006
C -0.340 0.549 0.229
O 0.799 0.731 -0.339
O -0.687 -0.501 0.863
H -0.936 2.042 -0.610
C 3.803 -0.305 -2.883
C 3.050 0.839 -2.322
C 3.841 1.750 -1.250
N 3.070 2.985 -0.829
C 2.757 3.824 -2.098
C 3.751 3.935 0.255
C 2.563 4.701 0.884
C 1.275 3.803 0.695
C 1.778 2.569 -0.081
H 4.668 0.043 -3.448
H 3.194 -0.855 -3.600
H 4.110 -1.019 -2.118
H 2.146 0.361 -1.946
H 2.735 1.360 -3.226
H 4.680 2.226 -1.757
H 4.106 1.169 -0.367
H 1.967 3.317 -2.654
H 3.648 3.941 -2.714
H 2.262 4.783 -1.946
H 4.574 4.509 -0.171
H 4.153 3.288 1.035
H 2.599 5.736 0.543
H 2.738 4.850 1.949
H 0.564 4.436 0.165
H 0.803 3.447 1.611
H 1.073 2.230 -0.840
H 1.979 1.774 0.636
C -1.043 -3.037 2.260
C -1.172 -3.999 1.132
C -0.584 -3.390 -0.172
N 0.894 -3.002 -0.205
C 1.765 -3.999 0.613
C 1.429 -2.837 -1.692
C 2.411 -1.654 -1.678
C 2.449 -1.136 -0.224
C 1.093 -1.558 0.359
H -1.632 -3.486 3.060
H -1.393 -2.029 2.037
H -0.046 -2.899 2.680
H -2.228 -4.210 0.962
H -0.799 -4.991 1.387
H -1.085 -2.486 -0.517
H -0.753 -4.067 -1.009
H 2.804 -3.843 0.325
H 1.565 -5.066 0.509
H 1.500 -3.713 1.631
H 1.876 -3.819 -1.847
H 0.538 -2.677 -2.299
H 3.410 -1.788 -2.095
H 1.901 -0.833 -2.181
H 3.203 -1.703 0.321
H 2.608 -0.064 -0.347
H 1.109 -1.461 1.444
H 0.341 -0.938 -0.129
C 0.004 -2.357 -5.851
C -0.730 -1.355 -4.946
C 0.263 -0.424 -4.322
N -0.364 0.459 -3.180
C -0.811 -0.302 -1.953
C -1.520 1.464 -3.633
C -0.652 2.549 -4.442
C 0.504 2.663 -3.491
C 0.623 1.487 -2.569
H 0.886 -2.808 -5.397
H 0.256 -2.102 -6.881
H -0.739 -3.097 -6.149
H -1.232 -1.921 -4.161
H -1.494 -0.751 -5.435
H 0.673 0.126 -5.170
H 1.012 -0.959 -3.739
H 0.014 -0.826 -1.471
H -1.703 -0.875 -2.205
H -1.268 0.380 -1.235
H -1.832 1.916 -2.691
H -2.270 0.928 -4.214
H -1.220 3.475 -4.536
H -0.369 2.124 -5.405
H 0.406 3.565 -2.887
H 1.474 2.661 -3.989
H 0.274 1.862 -1.607
H 1.630 1.072 -2.534
C -1.736 -0.401 6.390
C -1.203 -0.173 4.934
C 0.097 0.572 4.977
N 0.604 1.058 3.597
C -0.496 1.855 2.912
C 0.969 -0.138 2.726
C 1.968 0.463 1.746
C 2.565 1.677 2.316
C 1.937 1.765 3.688
H -0.888 -0.867 6.893
H -2.609 -1.054 6.382
H -2.099 0.530 6.826
H -2.078 0.109 4.349
H -1.012 -1.199 4.619
H 0.932 0.095 5.490
H -0.025 1.462 5.594
H 0.023 2.058 1.975
H -0.768 2.760 3.455
H -1.367 1.240 2.688
H 0.113 -0.759 2.463
H 1.502 -0.721 3.477
H 1.669 0.646 0.714
H 2.811 -0.181 1.498
H 2.172 2.539 1.777
H 3.653 1.651 2.374
H 1.710 2.804 3.926
H 2.495 1.395 4.547
C -3.269 -0.996 4.487
C -3.715 -1.462 3.154
C -3.126 -0.592 1.978
N -3.393 -1.199 0.547
C -2.492 -2.441 0.310
C -4.907 -1.565 0.157
C -5.041 -1.233 -1.273
C -3.770 -0.502 -1.723
C -3.043 -0.081 -0.443
H -3.181 0.090 4.471
H -2.378 -1.522 4.832
H -4.035 -1.073 5.259
H -4.783 -1.247 3.122
H -3.485 -2.518 3.009
H -2.040 -0.531 1.896
H -3.461 0.445 2.013
H -2.635 -2.969 -0.633
H -2.665 -3.166 1.104
H -1.499 -1.992 0.345
H -5.052 -2.620 0.391
H -5.635 -1.048 0.782
H -5.431 -1.965 -1.979
H -5.868 -0.526 -1.354
H -3.084 -1.208 -2.192
H -3.951 0.345 -2.384
H -1.963 0.066 -0.467
H -3.405 0.904 -0.148
Br -1.033 3.226 -1.494
```

Values from the calculation:
charge	+3
LUMO energy	-6.17	eV
energy	-4687.9882	a.u.
orbital gap	0.3251	Eh

Atomic partial charges in e from the Mulliken method, atoms 1 to 99: -0.579 -2.541 0.647 0.673 1.030 -1.594 0.418 -1.202 1.096 -0.559 -0.621 -0.640 -0.356 -1.175 0.523 0.357 0.484 0.244 1.056 0.609 0.216 -0.127 0.319 0.318 0.482 0.357 0.335 0.459 0.947 0.254 -0.011 -0.026 -0.903 -1.449 0.238 1.132 -0.650 -1.141 0.045 -0.921 1.012 0.787 0.175 0.600 0.566 0.551 0.501 0.517 0.365 0.393 0.230 0.541 0.169 1.360 -1.845 0.829 -0.119 -0.481 -0.071 -1.481 -0.271 -0.335 1.758 0.212 -0.482 -1.127 -0.181 -0.353 0.300 0.413 0.413 0.096 0.466 0.984 -0.834 0.337 -0.071 0.150 0.380 0.434 0.515 0.392 0.313 0.457 -2.349 -0.477 -1.574 0.567 -1.680 1.000 0.126 -1.314 0.176 -0.044 -1.010 0.440 0.376 0.391 0.039